The following is a DFT calculation (the ωB97M-V functional and the def2-TZVPD basis) of a cluster of 3 separate species, C5H11NO in total in a non-equilibrium geometry.

XYZ file:
```
18
Properties=species:S:1:pos:R:3
C -0.01939 1.70542 -0.35842
C -0.81986 -0.19695 0.65826
C 1.90897 -0.66813 0.80082
C -2.05669 -0.31377 -0.19868
C 0.98815 -0.41303 -0.33627
O 1.24728 1.65213 -0.33542
N 0.79600 -0.87702 -1.45057
H 1.29740 -0.62793 -2.28943
H -0.55249 2.48090 0.20850
H -0.58315 1.36503 -1.23528
H -0.93495 0.38776 1.57111
H -0.55077 -1.19079 1.02146
H 1.72626 -1.68190 1.16440
H 2.93628 -0.61652 0.43616
H 1.75356 0.04079 1.60674
H -2.55326 0.65106 -0.32203
H -1.78678 -0.70989 -1.18410
H -2.79656 -0.98715 0.24274
```

The value obtained for the highest occupied orbital energy is -8.1 eV. For the max |F|, the calculation gives 2.52 eV Å⁻¹. The calculation puts the lowest unoccupied orbital energy at 0.80 eV. As for the energy above the lowest of the compared OMol25 structures with the same formula, charge and spin: 5.519 eV.

Mulliken population analysis, charges in e, atoms 1 to 8: -0.305, -0.933, -1.077, -1.095, 0.619, -0.538, -0.495, 0.266